Record 1
121
Properties=species:S:1:pos:R:3:forces:R:3 method="wB97M-V/def2-TZVPD" de_lowest_kj_mol=64.03 e_homo_ev=-9.79 total_charge=+1 lumo_energy_ev=-1.77 spin_multiplicity=1
Ir -0.452 -0.049 -0.085 0.203 -0.345 -0.097
O -0.336 0.554 1.985 -0.144 -0.124 0.000
S -0.267 0.887 3.443 0.250 0.158 -0.017
C 1.485 1.359 3.716 -0.024 -0.042 -0.008
C 2.075 2.128 2.530 -0.044 0.059 0.005
C 3.526 1.747 2.221 0.015 0.019 0.020
C 3.758 0.318 1.750 -0.034 -0.055 0.010
S 3.151 -0.143 0.105 0.118 -0.206 -0.008
O 1.665 -0.044 0.206 -0.064 0.419 0.088
C 3.761 1.246 -0.824 -0.022 -0.045 -0.064
C 5.124 1.275 -1.096 0.004 -0.021 -0.023
C 5.641 2.325 -1.834 -0.004 0.022 -0.001
C 4.794 3.323 -2.303 0.011 -0.008 0.004
C 3.435 3.266 -2.041 -0.037 -0.005 0.022
C 2.901 2.219 -1.297 0.031 0.056 0.062
C -0.254 -0.619 4.379 -0.060 0.095 0.092
C -0.669 -0.524 5.700 -0.019 -0.044 -0.020
C -0.643 -1.663 6.491 -0.002 -0.020 0.009
C -0.232 -2.871 5.945 -0.009 0.015 0.016
C 0.156 -2.949 4.614 -0.007 -0.010 -0.078
C 0.155 -1.816 3.814 0.006 -0.026 -0.012
H 2.028 0.442 3.942 -0.014 -0.035 -0.092
H 1.462 1.965 4.623 0.048 -0.047 0.049
H 2.049 3.197 2.748 -0.027 -0.001 -0.022
H 1.461 1.966 1.642 0.019 -0.044 0.016
H 4.147 1.899 3.108 -0.031 -0.012 0.022
H 3.911 2.435 1.464 0.013 0.008 0.016
H 3.291 -0.432 2.394 0.002 0.017 0.010
H 4.824 0.081 1.719 0.011 0.040 -0.033
H 5.777 0.482 -0.747 -0.015 -0.020 0.003
H 6.700 2.361 -2.051 0.001 0.004 -0.003
H 5.197 4.141 -2.885 0.003 0.001 -0.003
H 2.784 4.039 -2.426 -0.012 0.009 0.001
H 1.839 2.154 -1.084 -0.015 -0.007 -0.032
H -1.020 0.419 6.102 0.008 0.009 -0.003
H -0.962 -1.610 7.524 0.002 -0.002 0.001
H -0.229 -3.763 6.558 0.000 0.000 -0.001
H 0.446 -3.900 4.187 0.012 -0.056 -0.048
H 0.420 -1.868 2.763 -0.002 -0.003 -0.018
C 0.820 -3.448 -2.943 -0.064 -0.014 0.030
C 1.711 -2.504 -2.122 -0.060 -0.041 -0.047
C 3.048 -3.193 -1.846 0.020 -0.044 -0.007
C 1.843 -1.193 -2.866 0.016 -0.007 -0.018
C 2.959 -0.958 -3.660 0.022 0.016 0.094
C 3.038 0.153 -4.485 -0.014 0.023 -0.008
C 1.977 1.033 -4.544 0.042 -0.009 0.007
C 0.842 0.854 -3.754 -0.002 -0.004 0.006
C -0.295 1.845 -3.919 -0.035 0.029 -0.026
C 0.169 3.285 -3.709 0.018 0.006 -0.017
C -0.955 1.693 -5.292 -0.024 -0.006 -0.004
C 0.797 -0.252 -2.892 -0.006 -0.026 -0.013
N -0.361 -0.432 -2.054 -0.159 -0.133 -0.124
C -1.531 -0.598 -2.608 0.062 0.093 0.039
C -2.662 -0.466 -1.801 0.053 0.005 -0.041
C -4.014 -0.714 -2.017 0.021 0.014 -0.030
C -4.622 -0.581 -0.782 -0.026 0.039 0.013
C -3.630 -0.275 0.170 -0.048 0.168 0.005
N -2.439 -0.154 -0.465 0.009 -0.301 0.060
C -3.878 -0.201 1.666 -0.029 -0.055 0.021
C -3.457 1.141 2.267 0.031 0.046 -0.043
C -5.373 -0.379 1.957 0.016 -0.013 -0.005
C -3.132 -1.353 2.349 -0.002 -0.021 -0.003
H 0.761 -4.427 -2.465 -0.035 0.000 0.027
H 1.235 -3.584 -3.944 0.018 -0.004 0.008
H -0.196 -3.062 -3.041 0.000 -0.014 0.018
H 1.205 -2.316 -1.176 0.041 0.033 0.069
H 3.444 -3.667 -2.747 0.006 0.032 -0.015
H 2.914 -3.986 -1.110 -0.045 -0.021 0.010
H 3.806 -2.507 -1.467 -0.015 -0.004 0.032
H 3.773 -1.669 -3.650 -0.005 0.014 -0.020
H 3.914 0.314 -5.099 0.005 -0.003 -0.006
H 2.023 1.876 -5.221 0.008 0.008 0.008
H -1.048 1.632 -3.164 0.000 0.057 0.061
H 0.904 3.584 -4.457 0.006 0.005 0.002
H 0.619 3.400 -2.724 0.005 0.015 0.024
H -0.673 3.976 -3.797 -0.010 -0.006 -0.002
H -0.242 1.893 -6.094 0.009 0.003 0.006
H -1.784 2.395 -5.399 -0.002 -0.007 0.003
H -1.343 0.685 -5.443 0.008 0.000 -0.012
H -1.599 -0.806 -3.671 0.002 -0.012 0.025
H -4.472 -0.982 -2.956 -0.004 -0.001 -0.006
H -5.668 -0.715 -0.570 -0.009 -0.007 0.005
H -4.089 1.951 1.896 -0.003 0.011 -0.015
H -2.423 1.385 2.038 -0.118 -0.021 -0.004
H -3.574 1.108 3.353 -0.004 -0.008 0.014
H -5.976 0.381 1.457 -0.008 0.020 0.007
H -5.538 -0.284 3.032 0.001 -0.007 0.003
H -5.730 -1.363 1.651 0.009 0.008 -0.020
H -2.064 -1.310 2.158 0.080 0.038 0.019
H -3.494 -2.310 1.970 -0.008 -0.011 0.010
H -3.298 -1.318 3.429 0.008 -0.009 0.003
C 0.234 4.757 0.724 -0.002 0.002 -0.013
C -0.893 4.542 -0.271 -0.041 -0.011 -0.003
S -1.596 2.901 -0.105 -0.093 -0.083 0.089
O -0.423 2.005 -0.553 0.003 0.088 -0.225
C -2.801 2.971 -1.451 0.073 0.060 0.012
C -4.139 3.484 -0.937 0.009 0.029 -0.005
H 0.562 5.795 0.689 0.015 -0.002 -0.009
H 1.085 4.119 0.484 -0.019 0.003 0.014
H -0.090 4.540 1.743 -0.004 0.004 0.004
H -0.557 4.638 -1.303 0.017 0.030 -0.027
H -1.726 5.230 -0.109 0.008 -0.010 0.028
H -2.885 1.944 -1.806 -0.014 -0.031 0.015
H -2.391 3.597 -2.244 0.027 -0.041 -0.027
H -4.561 2.799 -0.204 0.000 -0.011 0.016
H -4.835 3.552 -1.772 -0.003 0.003 0.008
H -4.060 4.476 -0.490 -0.007 0.000 0.002
O -2.083 -2.986 -0.346 -0.133 0.143 0.016
C -1.079 -2.973 0.332 0.178 0.017 -0.241
O -0.233 -1.977 0.468 -0.075 0.110 0.287
C -0.660 -4.193 1.104 0.016 -0.003 0.001
C 0.681 -4.523 1.261 0.021 0.015 0.072
C 1.040 -5.691 1.919 0.004 0.023 0.057
C 0.059 -6.513 2.457 -0.002 0.007 0.001
C -1.281 -6.176 2.315 -0.003 0.001 -0.006
C -1.641 -5.029 1.623 -0.007 -0.024 -0.028
H 1.435 -3.866 0.853 0.073 0.052 -0.046
H 2.085 -5.959 2.015 0.002 0.000 0.001
H 0.337 -7.420 2.978 0.001 -0.005 -0.001
H -2.047 -6.819 2.728 -0.002 0.000 0.003
H -2.682 -4.778 1.466 0.002 0.010 -0.001

***

Record 2
122
Properties=species:S:1:pos:R:3:forces:R:3 method="wB97M-V/def2-TZVPD" e_homo_ev="-17.54 / -17.54" total_charge=+4 lumo_energy_ev="-9.90 / -9.70" spin_multiplicity=4
Nd -0.113 -0.455 0.228 -1.124 0.551 -0.464
C -1.584 3.405 1.174 0.150 -0.023 -0.328
N -2.569 2.478 1.713 -0.126 -0.123 0.110
C -3.586 3.157 2.526 -0.084 0.028 0.336
C -4.915 2.633 1.995 -0.094 0.346 0.358
N -4.532 1.670 0.969 0.488 0.118 0.076
C -5.641 1.135 0.202 -0.316 -0.345 -0.336
C -3.200 1.534 0.869 0.231 0.038 0.277
N -2.454 0.639 0.242 0.400 -0.285 -0.513
C -3.158 -0.565 -0.255 -0.237 -0.054 -0.080
C -2.562 -1.311 -1.464 -0.230 0.169 0.037
N -1.280 -2.008 -1.259 -0.250 0.337 0.688
C -1.086 -3.163 -1.872 0.705 -0.217 -0.334
N 0.233 -3.628 -1.996 -0.305 -0.274 -0.150
C 0.998 -3.945 -0.799 -0.121 0.264 0.156
C 0.241 -4.720 -2.980 -0.012 -0.067 -0.319
C -1.228 -5.085 -3.164 0.203 -0.393 -0.153
N -1.928 -3.971 -2.533 0.412 0.369 0.218
C -3.370 -4.095 -2.455 -0.568 0.161 0.017
H -2.046 4.189 0.563 -0.014 -0.074 -0.031
H -0.861 2.849 0.582 -0.080 0.192 0.077
H -1.058 3.886 1.998 0.009 -0.054 0.007
H -3.501 4.240 2.418 -0.034 -0.093 -0.006
H -3.427 2.905 3.577 -0.118 0.091 -0.068
H -5.530 3.428 1.565 0.015 -0.130 -0.016
H -5.498 2.127 2.767 0.000 0.052 -0.040
H -6.514 1.751 0.409 0.068 0.001 0.045
H -5.894 0.112 0.488 0.020 0.038 -0.046
H -5.464 1.206 -0.871 0.043 -0.058 0.031
H -4.159 -0.297 -0.579 0.085 -0.247 -0.027
H -3.262 -1.267 0.587 -0.066 0.115 -0.302
H -2.453 -0.619 -2.313 -0.129 -0.063 0.098
H -3.343 -2.009 -1.750 0.038 0.197 0.040
H 1.038 -3.079 -0.122 0.060 -0.341 -0.062
H 0.578 -4.810 -0.271 0.041 0.146 0.093
H 2.014 -4.202 -1.096 0.016 0.103 0.096
H 0.820 -5.570 -2.625 0.035 0.026 0.007
H 0.686 -4.361 -3.912 -0.061 -0.112 0.061
H -1.504 -6.024 -2.673 0.024 0.117 -0.034
H -1.510 -5.157 -4.214 -0.004 0.004 0.042
H -3.645 -5.062 -2.869 0.053 -0.005 0.016
H -3.887 -3.339 -3.049 0.005 -0.095 0.044
H -3.711 -4.074 -1.418 -0.033 0.049 -0.073
N 1.406 -1.139 3.119 0.069 -0.478 -0.466
P 0.193 -2.221 2.496 0.134 0.228 2.140
C 0.445 -3.725 3.493 0.111 -0.132 -0.623
C 0.284 -4.978 2.910 0.030 0.157 -0.070
C 0.398 -6.121 3.684 -0.042 -0.124 0.067
C 0.674 -6.018 5.038 -0.011 0.022 -0.119
C 0.828 -4.769 5.622 -0.001 0.060 0.052
C 0.707 -3.621 4.860 -0.012 0.093 -0.107
C -1.357 -1.626 3.278 -0.084 -0.256 -0.537
C -2.498 -2.195 2.708 0.327 -0.029 0.132
C -3.753 -1.893 3.207 -0.158 0.042 0.038
C -3.873 -1.025 4.283 -0.109 -0.076 -0.169
C -2.741 -0.476 4.867 0.179 0.051 0.035
C -1.482 -0.775 4.370 0.019 -0.050 -0.053
P 2.256 -0.218 1.940 1.115 -0.199 1.409
C 3.954 -0.882 1.969 -0.403 0.001 -0.435
C 4.596 -1.046 3.195 -0.050 -0.002 -0.068
C 5.914 -1.459 3.227 -0.066 0.030 0.070
C 6.598 -1.695 2.041 -0.048 -0.028 -0.063
C 5.961 -1.534 0.821 0.152 -0.025 -0.032
C 4.638 -1.127 0.783 -0.264 0.054 0.062
C 2.598 1.350 2.818 -0.282 -0.006 -0.339
C 3.387 2.263 2.121 -0.071 -0.109 0.012
C 3.747 3.463 2.704 0.037 0.034 -0.011
C 3.315 3.762 3.989 -0.052 -0.007 0.040
C 2.523 2.861 4.685 0.070 0.132 0.055
C 2.163 1.654 4.104 0.025 -0.170 -0.160
H 2.008 -1.567 3.824 -0.179 0.153 0.026
H 0.058 -5.056 1.856 0.006 -0.065 -0.044
H 0.264 -7.094 3.238 0.004 -0.082 -0.072
H 0.761 -6.910 5.638 0.011 -0.057 0.058
H 1.025 -4.693 6.681 0.033 0.037 0.086
H 0.791 -2.652 5.335 0.004 0.064 0.105
H -2.372 -2.936 1.918 -0.160 0.093 -0.034
H -4.635 -2.340 2.774 -0.090 -0.089 0.000
H -4.850 -0.801 4.682 -0.096 0.026 0.071
H -2.840 0.172 5.724 -0.003 0.045 0.113
H -0.601 -0.371 4.850 0.088 0.079 0.009
H 4.079 -0.828 4.121 0.041 0.033 0.099
H 6.412 -1.579 4.177 0.076 -0.031 0.063
H 7.631 -2.002 2.077 0.124 -0.046 -0.025
H 6.498 -1.718 -0.098 0.072 -0.023 -0.050
H 4.124 -0.981 -0.160 0.125 -0.033 -0.015
H 3.762 1.985 1.141 0.129 0.083 -0.048
H 4.386 4.155 2.177 0.067 0.078 -0.042
H 3.613 4.689 4.453 0.010 0.095 0.056
H 2.207 3.087 5.693 -0.011 0.022 0.068
H 1.593 0.933 4.677 -0.075 -0.075 0.044
N 2.648 1.974 -3.048 0.180 -0.090 -0.092
C 1.955 3.121 -3.720 -0.277 0.504 -0.420
C 1.739 4.198 -2.663 -0.028 -0.161 0.170
C 0.797 3.714 -1.554 -0.383 0.396 -0.052
N 1.433 2.589 -0.815 -0.058 0.074 0.554
C -0.540 3.298 -2.170 0.178 -0.260 -0.066
C -0.405 2.229 -3.251 -0.326 0.392 -0.095
N -0.106 0.923 -2.604 -0.352 -0.108 -0.076
C 0.633 2.635 -4.299 -0.064 -0.181 0.256
H 3.638 2.184 -2.900 -0.099 -0.102 -0.032
H 2.565 1.119 -3.601 0.133 0.129 0.135
H 2.137 1.907 -2.087 0.345 -0.374 -0.171
H 2.578 3.506 -4.534 0.039 -0.198 0.192
H 1.289 5.069 -3.136 0.051 0.057 -0.051
H 2.692 4.526 -2.248 0.108 0.065 0.038
H 0.610 4.557 -0.877 0.051 -0.124 -0.031
H 0.763 2.186 -0.147 0.456 0.514 -0.243
H 2.196 2.962 -0.249 -0.160 -0.044 0.157
H -1.000 4.186 -2.602 -0.047 0.055 -0.007
H -1.226 2.922 -1.411 -0.054 0.065 0.048
H -1.368 2.164 -3.777 0.163 -0.012 0.078
H 0.014 0.234 -3.348 -0.162 -0.098 0.249
H -0.972 0.664 -2.121 0.040 0.033 -0.495
H 0.207 3.456 -4.877 0.041 -0.008 -0.062
H 0.799 1.817 -5.004 0.032 -0.040 -0.133
O -0.335 1.072 2.263 0.126 -0.046 -0.056
H 0.197 1.270 3.056 0.170 -0.170 -0.332
H -1.229 1.438 2.463 -0.184 -0.044 -0.412
N 2.530 -1.590 -2.296 0.019 0.356 0.009
C 1.860 -0.957 -1.601 0.114 -0.536 0.169
H 3.117 -2.190 -2.847 0.061 -0.026 -0.106